No. 1
Entry from the Open Molecules 2025 dataset: C23H32CdNO5S as an isolated structure at a distorted geometry (the ωB97M-V functional and the def2-TZVPD basis).

Geometry (Å):
1 Cd 0.950 0.474 0.443
2 O 4.188 -2.581 -0.345
3 C 3.363 -1.579 -0.133
4 O 2.541 -1.560 0.762
5 C 3.513 -0.450 -1.092
6 C 4.398 -0.422 -2.162
7 C 4.421 0.717 -2.962
8 C 3.538 1.753 -2.702
9 C 2.672 1.631 -1.614
10 N 2.694 0.567 -0.833
11 C 1.585 2.679 -1.271
12 O 1.399 3.588 -2.050
13 O 0.938 2.452 -0.196
14 H 4.082 -3.291 0.311
15 H 5.038 -1.265 -2.361
16 H 5.106 0.786 -3.793
17 H 3.491 2.644 -3.312
18 C 0.497 2.136 3.014
19 C -0.212 0.897 2.507
20 C -1.436 1.027 1.805
21 C -1.943 2.401 1.467
22 C -2.214 -0.108 1.534
23 C -3.643 0.081 1.084
24 C -1.684 -1.381 1.796
25 C -2.385 -2.615 1.300
26 C -0.506 -1.520 2.547
27 C -0.056 -2.901 2.942
28 C 0.189 -0.380 2.980
29 C 1.261 -0.439 4.040
30 H -0.030 2.513 3.894
31 H 0.510 2.927 2.267
32 H 1.529 1.923 3.287
33 H -1.161 2.993 0.997
34 H -2.250 2.921 2.373
35 H -2.793 2.367 0.794
36 H -4.135 0.786 1.750
37 H -4.204 -0.845 1.129
38 H -3.711 0.472 0.070
39 H -1.661 -3.337 0.928
40 H -3.062 -2.371 0.488
41 H -2.954 -3.099 2.092
42 H -0.778 -3.345 3.627
43 H 0.919 -2.900 3.416
44 H 0.011 -3.547 2.067
45 H 2.259 -0.328 3.612
46 H 1.229 -1.371 4.593
47 H 1.109 0.362 4.762
48 C -1.261 1.773 -3.854
49 C -1.632 1.779 -2.386
50 S -1.573 0.153 -1.518
51 O -0.106 -0.119 -1.278
52 C -1.987 -1.027 -2.883
53 C -1.188 -2.298 -2.676
54 H -1.015 2.783 -4.173
55 H -2.090 1.421 -4.467
56 H -0.382 1.153 -4.025
57 H -2.646 2.146 -2.237
58 H -0.945 2.407 -1.816
59 H -1.767 -0.591 -3.850
60 H -3.058 -1.205 -2.801
61 H -0.126 -2.102 -2.823
62 H -1.499 -3.052 -3.397
63 H -1.333 -2.682 -1.668

Relative energy (zero: lowest compared OMol25 entry of this formula, charge and spin)   16.37 kcal/mol
Total charge   +1
HOMO energy   -11.58 eV
LUMO level   -3.3 eV

No. 2
Entry from the Open Molecules 2025 dataset: C4H10IN2S as an isolated structure at a distorted geometry (the ωB97M-V functional and the def2-TZVPD basis).

Geometry (Å):
1 C -1.450 -1.056 0.642
2 C -0.421 1.190 0.827
3 C -1.411 0.250 0.279
4 C -0.577 -1.727 1.562
5 N 0.444 1.731 0.098
6 N 0.597 0.686 -2.171
7 S -0.880 1.629 2.357
8 I -2.806 1.178 -1.085
9 H -2.294 -1.521 0.184
10 H -0.033 -1.042 2.172
11 H 0.100 -2.569 1.112
12 H -1.100 -2.348 2.274
13 H 0.633 1.123 -1.076
14 H 1.079 2.481 0.251
15 H 1.397 0.990 -2.677
16 H -0.271 0.702 -2.687
17 H 0.994 -0.258 -1.845
18 H 0.038 2.686 2.396

Relative energy (zero: lowest compared OMol25 entry of this formula, charge and spin)   4.51 kcal/mol
Total charge   +1
HOMO energy   -12.83 eV
LUMO level   -3.9 eV

No. 3
Entry from the Open Molecules 2025 dataset: C10H13N4OPPtS as an isolated structure (the ωB97M-V functional and the def2-TZVPD basis).

Geometry (Å):
1 Pt -0.422 0.027 -0.432
2 S 1.359 -1.339 -0.777
3 C 0.147 -2.553 -0.479
4 C 0.194 -3.938 -0.369
5 C -0.995 -4.597 -0.134
6 C -2.191 -3.880 -0.004
7 C -2.157 -2.509 -0.113
8 N -0.998 -1.887 -0.352
9 H 1.136 -4.458 -0.473
10 H -1.006 -5.676 -0.053
11 H -3.130 -4.382 0.177
12 H -3.036 -1.889 -0.018
13 C 0.730 -1.238 4.481
14 P -0.165 0.063 3.628
15 C -1.765 0.175 4.433
16 C 0.688 1.590 4.012
17 O -0.267 -0.190 2.157
18 H 0.782 -1.057 5.555
19 H 1.739 -1.289 4.071
20 H 0.231 -2.189 4.294
21 H -1.674 0.344 5.507
22 H -2.313 -0.751 4.255
23 H -2.321 0.999 3.984
24 H 0.741 1.763 5.089
25 H 0.161 2.419 3.537
26 H 1.696 1.542 3.601
27 N 0.123 1.961 -0.493
28 C 0.029 3.070 -0.130
29 N 0.074 4.281 0.218
30 C -0.909 5.036 0.670
31 N -1.717 5.756 1.081

Relative energy (zero: lowest compared OMol25 entry of this formula, charge and spin)   40.07 kcal/mol
Total charge   0
HOMO energy   -8.22 eV
LUMO level   -1.1 eV